1.
{"formula": "C15H27HgN3O3", "method": "wB97M-V/def2-TZVPD", "symbols": ["C", "C", "H", "H", "C", "C", "H", "H", "C", "H", "H", "H", "C", "H", "H", "H", "Hg", "O", "C", "O", "C", "O", "N", "C", "C", "H", "H", "H", "H", "C", "C", "H", "H", "H", "N", "C", "C", "C", "N", "H", "H", "H", "H", "H", "H", "H", "H", "H", "H"], "positions_angstrom": [[3.33731, 1.64575, 1.49334], [4.18850, 1.32497, 0.33960], [3.64155, 1.10952, 2.39893], [3.31363, 2.71970, 1.72554], [3.75888, 0.86124, -0.86942], [2.36328, 0.63899, -1.23191], [1.98368, -0.37572, -1.06627], [2.07605, 1.01091, -2.21723], [5.65441, 1.51453, 0.57210], [5.82265, 1.94468, 1.56770], [6.11058, 2.18974, -0.16318], [6.20333, 0.56311, 0.53036], [4.75509, 0.50021, -1.92698], [5.50089, -0.22353, -1.56924], [5.29743, 1.37755, -2.31000], [4.23197, 0.04213, -2.77661], [-2.68266, -1.13836, 0.23067], [-0.73270, 0.36074, 0.34098], [-0.15259, 1.19440, -0.36192], [-2.75709, 0.49687, -1.61715], [-2.04638, 1.45072, -1.93478], [-2.43801, 2.33585, -2.84980], [-0.75809, 1.77386, -1.47904], [-1.38931, 3.33980, -3.03102], [-0.18970, 2.87509, -2.26332], [-1.75609, 4.29145, -2.63044], [-1.19599, 3.42730, -4.10302], [0.22580, 3.64880, -1.61373], [0.60113, 2.50199, -2.92784], [1.21279, 1.61139, -0.05256], [1.66213, 1.19967, 1.27984], [1.46142, 2.64179, -0.35144], [1.62801, 0.11336, 1.42768], [1.10959, 1.71617, 2.07633], [-4.10011, -1.63245, 2.34227], [-3.89458, -2.97882, 2.91999], [-4.54801, -4.07983, 2.09401], [-4.29678, -4.07550, 0.58866], [-2.90805, -3.71437, 0.22938], [-5.08880, -1.46952, 2.14390], [-3.80684, -0.90388, 2.99408], [-2.81538, -3.14502, 3.00278], [-4.30483, -3.00539, 3.94115], [-4.21692, -5.04388, 2.50198], [-5.63372, -4.04471, 2.25012], [-4.54056, -5.06541, 0.17473], [-4.95572, -3.35132, 0.09818], [-2.69788, -3.96872, -0.73623], [-2.23328, -4.20581, 0.81884]], "atomic_forces_ev_per_a": [[-4.10, -0.51, 0.23], [-0.17, -0.72, -1.83], [0.13, 0.13, -0.18], [0.26, -0.18, -0.04], [1.15, 0.76, 1.92], [-3.54, 1.47, 1.93], [0.18, 0.07, -0.24], [0.24, -0.23, -0.02], [0.50, 0.18, 0.32], [0.06, -0.09, -0.25], [-0.08, -0.16, 0.10], [-0.11, 0.18, -0.02], [0.12, -0.20, -0.64], [-0.17, 0.21, -0.06], [-0.10, -0.19, 0.12], [0.26, 0.07, 0.09], [-0.29, -0.52, 0.29], [0.65, 0.86, -0.68], [-0.81, -0.69, 0.19], [1.21, 1.90, -0.75], [-0.93, -1.36, 0.37], [0.92, 0.28, 0.14], [-0.41, -0.28, 0.24], [-1.00, 0.64, -0.55], [0.69, -0.73, 0.30], [-0.13, -0.25, -0.25], [-0.16, 0.03, 0.24], [-0.14, -0.08, -0.17], [-0.14, 0.11, 0.23], [2.66, -1.07, -2.93], [3.62, 0.75, 1.65], [-0.19, -0.37, 0.37], [-0.24, 0.34, -0.07], [0.11, -0.30, -0.09], [-0.27, 0.14, 0.09], [0.02, 0.36, 0.14], [-0.10, -0.27, 0.11], [0.13, 0.04, -0.40], [0.25, -0.32, 0.07], [0.25, -0.04, 0.09], [-0.11, -0.26, -0.12], [-0.11, 0.06, -0.05], [0.16, -0.19, -0.22], [-0.05, 0.19, 0.04], [0.14, -0.06, -0.06], [-0.12, 0.25, 0.19], [0.08, -0.05, 0.04], [-0.13, 0.01, 0.30], [-0.20, 0.11, -0.20]], "total_energy_ha": -1130.908067, "s2": 0.753, "multiplicity": 2, "relative_energy_kcal_mol": 0.0, "total_charge": 1, "lumo_energy_ha": [-0.0769, -0.1315]}

2.
{"formula": "C15H27IrN2O4P2", "method": "wB97M-V/def2-TZVPD", "symbols": ["Ir", "P", "C", "C", "N", "C", "C", "C", "C", "C", "P", "H", "H", "H", "H", "H", "H", "H", "H", "O", "H", "H", "O", "H", "C", "H", "H", "H", "C", "H", "H", "H", "C", "H", "H", "H", "C", "H", "H", "H", "O", "C", "C", "C", "C", "O", "N", "H", "H", "H", "H"], "positions_angstrom": [[0.00702, -0.37315, 0.31092], [2.05082, -1.39385, 0.57602], [2.35552, -1.85845, -1.23228], [1.05632, -2.16125, -1.96788], [-0.07408, -1.60165, -1.45958], [-1.25228, -1.82105, -2.10018], [-1.34038, -2.59925, -3.25778], [-0.17098, -3.16195, -3.77648], [1.04652, -2.94135, -3.12718], [-2.49318, -1.21225, -1.46068], [-2.07008, 0.28975, -0.38968], [1.96222, -3.36135, -3.51668], [-2.29078, -2.76605, -3.74258], [-0.20748, -3.76375, -4.67278], [-3.22408, -0.93125, -2.21898], [-2.95198, -1.97205, -0.82798], [2.81892, -1.03305, -1.71338], [3.04532, -2.70015, -1.28748], [1.77212, 3.44345, -2.08598], [2.61212, 3.31545, -2.68408], [2.36632, 3.65055, -3.59058], [-1.54328, 4.49295, -0.03378], [-1.15818, 5.29655, -0.51348], [-1.60658, 6.09645, -0.10638], [-2.29138, 1.68125, -1.63918], [-3.27428, 1.62605, -2.10698], [-2.19578, 2.64815, -1.14508], [-1.53168, 1.60775, -2.41818], [-3.63168, 0.45475, 0.64872], [-3.58968, 1.36795, 1.24312], [-4.51418, 0.49415, 0.01022], [-3.72738, -0.39705, 1.32222], [2.11892, -3.07675, 1.41402], [3.04112, -3.59645, 1.15462], [2.07822, -2.95675, 2.49682], [1.27252, -3.68565, 1.09592], [3.70582, -0.62365, 1.03192], [3.73262, -0.39265, 2.09672], [4.52202, -1.30765, 0.79932], [3.85542, 0.29745, 0.46742], [0.59352, 2.67715, 1.37132], [0.28562, 1.92245, 2.27872], [0.17092, 2.31545, 3.72192], [-0.24308, 0.98985, 4.40272], [-0.30368, 0.04665, 3.24782], [-0.60008, -1.13325, 3.33402], [0.00502, 0.63225, 2.08602], [1.14982, 2.67375, 4.10502], [-0.61428, 3.09095, 3.84772], [0.52032, 0.64415, 5.13282], [-1.24438, 1.06625, 4.87902]], "atomic_forces_ev_per_a": [[0.17, -1.00, -0.70], [3.42, -2.38, -0.64], [-1.70, -0.95, 0.68], [2.99, -0.31, 0.75], [0.14, 2.22, 3.51], [-2.96, 0.91, 0.14], [1.01, -0.29, -0.33], [-0.10, -0.67, -1.00], [-0.94, -0.03, -0.37], [1.25, 0.15, -0.20], [-3.86, 0.40, -2.11], [0.13, 0.00, 0.06], [-0.14, 0.04, 0.05], [0.00, 0.01, 0.03], [-0.06, -0.03, 0.01], [-0.13, -0.13, 0.28], [0.59, 1.10, -0.52], [0.05, -0.03, -0.03], [2.44, 0.03, -2.10], [-2.73, 0.34, 0.66], [0.23, -0.36, 1.48], [0.62, 2.12, -0.87], [-1.33, -0.74, 1.62], [0.70, -1.41, -0.68], [0.78, -0.46, 0.68], [-0.08, -0.22, 0.21], [0.03, -0.01, -0.04], [0.04, 0.03, 0.03], [1.16, -0.21, 0.11], [0.02, 0.02, -0.04], [0.19, 0.02, -0.25], [0.05, -0.01, 0.02], [-0.63, 0.90, -0.12], [0.11, 0.26, -0.16], [-0.06, 0.04, -0.02], [-0.05, 0.02, 0.03], [-1.15, 0.32, -0.09], [-0.03, -0.06, 0.01], [-0.22, -0.24, -0.06], [-0.04, 0.02, -0.01], [0.26, 0.68, -0.73], [-0.34, -0.41, 0.35], [-0.09, 0.51, 1.96], [0.16, 0.94, 0.10], [-1.21, -3.66, 3.73], [0.46, 1.18, -1.25], [0.68, 1.39, -2.85], [-0.59, 0.14, -0.45], [0.69, -0.16, -0.28], [-0.62, 0.14, -0.38], [0.71, -0.17, -0.17]], "total_energy_ha": -1784.043849, "s2": 8.769, "multiplicity": 6, "total_charge": 3, "lumo_energy_ha": [-0.3665, -0.5306]}